{
  "formula": "C35H75N4O9",
  "method": "wB97M-V/def2-TZVPD",
  "charge": 1,
  "energy_ha": -2274.453184,
  "elements": ["C", "C", "C", "N", "C", "C", "C", "C", "C", "H", "H", "H", "H", "H", "H", "H", "H", "H", "H", "H", "H", "H", "H", "H", "H", "H", "H", "C", "C", "C", "N", "C", "C", "C", "C", "C", "H", "H", "H", "H", "H", "H", "H", "H", "H", "H", "H", "H", "H", "H", "H", "H", "H", "H", "C", "C", "C", "N", "C", "C", "C", "C", "C", "H", "H", "H", "H", "H", "H", "H", "H", "H", "H", "H", "H", "H", "H", "H", "H", "H", "H", "C", "C", "C", "N", "C", "C", "C", "C", "C", "H", "H", "H", "H", "H", "H", "H", "H", "H", "H", "H", "H", "H", "H", "H", "H", "H", "H", "O", "C", "O", "O", "H", "O", "C", "O", "O", "H", "O", "C", "O", "O", "H"],
  "positions_angstrom": [[4.091, -2.559, -1.059], [3.053, -2.745, -2.160], [2.474, -1.450, -2.679], [1.422, -1.673, -3.782], [0.213, -2.308, -3.108], [0.937, -0.344, -4.386], [1.218, -0.434, -5.874], [1.279, -1.899, -6.270], [1.875, -2.510, -4.979], [4.642, -3.492, -0.942], [3.658, -2.214, -0.123], [4.856, -1.853, -1.389], [2.341, -3.468, -1.751], [3.557, -3.401, -2.875], [3.255, -0.874, -3.173], [1.778, -0.976, -1.988], [-0.620, -2.234, -3.806], [-0.087, -1.675, -2.271], [0.443, -3.337, -2.853], [-0.143, -0.297, -4.238], [1.273, 0.573, -3.905], [0.541, 0.225, -6.418], [2.184, 0.033, -6.093], [0.247, -2.243, -6.375], [1.762, -2.140, -7.212], [1.539, -3.529, -4.804], [2.962, -2.491, -5.052], [-4.637, -1.815, 2.674], [-3.562, -2.900, 2.671], [-2.707, -2.648, 1.395], [-1.409, -3.500, 1.392], [-0.311, -2.960, 2.308], [-0.934, -3.556, -0.071], [-1.059, -4.983, -0.547], [-0.978, -5.839, 0.726], [-1.799, -4.949, 1.687], [-5.070, -1.832, 3.679], [-5.449, -1.986, 1.971], [-4.248, -0.798, 2.615], [-4.111, -3.840, 2.703], [-2.888, -2.825, 3.525], [-2.422, -1.599, 1.337], [-3.268, -2.906, 0.499], [0.658, -3.249, 1.910], [-0.486, -3.271, 3.334], [-0.441, -1.895, 2.128], [0.129, -3.314, -0.048], [-1.445, -2.852, -0.725], [-0.275, -5.277, -1.248], [-1.943, -5.245, -1.132], [0.092, -5.950, 0.900], [-1.508, -6.785, 0.646], [-1.675, -5.131, 2.755], [-2.864, -5.117, 1.541], [-1.407, 4.959, -5.670], [-1.624, 4.626, -4.172], [-0.250, 4.361, -3.462], [-0.397, 4.132, -1.965], [-1.128, 2.784, -1.726], [-1.066, 5.157, -1.069], [-0.433, 4.896, 0.279], [0.969, 4.319, 0.109], [1.041, 4.071, -1.410], [-0.478, 4.493, -6.005], [-1.236, 6.029, -5.798], [-2.174, 4.732, -6.407], [-2.266, 3.784, -3.922], [-1.979, 5.461, -3.565], [0.448, 5.168, -3.685], [0.246, 3.468, -3.844], [-2.146, 2.807, -2.098], [-1.077, 2.548, -0.666], [-0.450, 2.050, -2.158], [-2.151, 5.135, -1.136], [-0.759, 6.152, -1.401], [-1.006, 4.141, 0.824], [-0.433, 5.781, 0.915], [1.274, 3.517, 0.768], [1.629, 5.152, 0.355], [1.378, 3.076, -1.694], [1.619, 4.880, -1.849], [-0.320, -2.305, 5.950], [-0.783, -1.002, 5.233], [0.433, -0.317, 4.488], [0.352, 1.190, 4.193], [-0.949, 1.452, 3.431], [0.358, 2.005, 5.485], [1.282, 3.202, 5.306], [1.984, 3.027, 3.937], [1.565, 1.691, 3.391], [0.060, -1.974, 6.917], [0.585, -2.715, 5.501], [-1.163, -2.981, 6.057], [-1.139, -0.275, 5.966], [-1.672, -1.167, 4.624], [0.561, -0.727, 3.488], [1.319, -0.491, 5.096], [-0.975, 2.467, 3.037], [-1.786, 1.208, 4.076], [-0.856, 0.835, 2.536], [-0.677, 2.270, 5.691], [0.754, 1.491, 6.360], [0.668, 4.102, 5.300], [2.051, 3.295, 6.068], [1.738, 3.828, 3.244], [3.059, 3.016, 4.110], [1.268, 1.936, 2.373], [2.374, 0.964, 3.414], [-3.254, -0.453, -1.011], [-3.587, -0.696, -2.342], [-2.590, -1.088, -3.015], [-4.746, -0.479, -2.719], [-2.312, -0.626, -1.066], [0.687, 1.448, 0.418], [0.640, 0.102, 0.263], [1.577, -0.641, 0.649], [-0.355, -0.364, -0.329], [1.595, 1.426, 0.833], [4.071, 0.468, 0.183], [4.235, 1.447, 1.048], [3.209, 2.190, 1.314], [5.321, 1.608, 1.645], [3.133, 0.285, 0.247]],
  "atomic_forces_ev_per_a": [[0.50, 0.41, -0.30], [0.35, -1.41, 0.76], [-0.97, -1.01, -1.39], [-0.51, 0.00, -0.35], [-0.12, 0.45, -0.89], [-1.06, -0.38, -0.31], [1.27, 1.42, -0.58], [-1.53, 0.11, 1.43], [0.13, -0.20, -0.43], [-0.25, -0.10, 0.32], [0.12, 0.02, -0.02], [-0.10, 0.25, 0.24], [-0.65, 0.54, 0.01], [-0.08, 0.70, -0.80], [-0.05, 0.51, 0.56], [1.17, 0.57, 0.72], [-0.04, -0.34, 0.03], [0.18, -0.16, 0.15], [0.02, 0.08, 0.12], [-0.09, -0.33, 0.13], [0.82, -0.42, 0.22], [-0.38, -0.46, -0.10], [0.24, -0.13, 0.16], [-0.01, -0.20, 0.00], [0.47, 0.11, 0.29], [0.18, -0.01, 0.00], [0.03, 0.07, 0.33], [-0.13, 0.20, 1.66], [0.35, 1.08, -1.36], [0.04, -1.02, 1.27], [-1.21, -0.74, -1.03], [-1.30, 0.25, -1.35], [0.94, -0.02, -0.28], [-0.38, -1.38, -0.57], [-0.78, 1.10, -0.21], [1.09, -0.41, 0.66], [-0.37, -0.08, -0.09], [0.25, 0.08, -0.23], [0.11, -0.07, -0.56], [0.47, -0.25, -0.14], [-0.25, 0.00, 0.26], [0.15, -0.06, -0.15], [0.14, 0.02, -0.06], [-0.05, -0.16, 0.24], [-0.01, 0.06, -0.06], [0.50, 0.11, 0.42], [-0.11, 0.39, -0.05], [-0.09, 0.26, 0.43], [0.32, 0.36, 0.18], [-0.44, 0.57, 0.34], [-0.18, -0.23, 0.89], [0.42, -0.17, -0.11], [0.37, 0.01, -0.03], [0.08, 0.33, -0.58], [0.50, 0.42, 0.41], [1.16, -0.02, 0.96], [-1.13, -0.06, -0.55], [0.07, -0.38, 0.22], [1.64, 0.50, 0.28], [0.89, 0.79, -0.78], [-1.03, -0.97, 1.60], [0.27, 1.58, -0.82], [-0.46, -0.82, 0.67], [-0.08, -0.20, -0.12], [0.04, 0.05, 0.20], [-0.30, -0.42, 0.52], [-0.16, -0.04, -0.63], [-0.58, 0.27, -0.59], [-0.14, 0.29, 0.50], [-0.17, -0.18, 0.07], [0.17, -0.04, -0.15], [-0.25, 0.25, -0.01], [-0.59, -0.28, -0.41], [0.06, -0.41, 0.09], [0.07, -0.05, -0.28], [-0.34, 0.15, -0.03], [-0.09, 0.09, -0.19], [-0.28, -0.15, -0.33], [0.43, -0.23, -0.23], [0.50, 0.19, 0.08], [-0.13, -0.24, -0.44], [0.34, 1.67, 0.04], [0.71, 0.95, -0.14], [-0.89, -0.08, -0.34], [-0.52, 0.05, 1.07], [1.44, -0.39, -0.31], [0.14, 0.19, 0.52], [-0.36, 0.66, -0.99], [0.30, 0.26, 1.21], [-0.26, 0.18, -0.66], [-0.33, -0.35, 0.29], [-0.41, -0.48, -0.45], [0.32, -0.29, 0.06], [0.05, -0.15, 0.29], [0.33, -0.08, -0.52], [0.31, -0.30, 0.14], [0.15, 0.22, -0.17], [0.05, 0.18, 0.52], [-0.05, 0.03, -0.19], [-0.46, -0.22, 0.09], [0.08, 0.08, 0.09], [-0.27, -0.91, -0.42], [0.25, 0.16, 0.14], [-0.35, -0.15, 0.29], [0.13, -0.01, 0.05], [-0.01, 0.19, -0.43], [-0.18, -1.05, 0.53], [-0.30, -0.18, -0.07], [-0.45, -0.02, 0.40], [-1.04, 0.24, -1.41], [0.52, -0.25, -0.10], [0.85, -0.15, 0.77], [0.67, 0.25, 0.50], [1.08, -1.10, 0.58], [-1.61, -2.40, -1.51], [0.68, 0.99, 0.77], [-0.89, 0.36, -0.15], [0.70, 1.85, -0.20], [0.49, -1.10, -1.24], [1.80, 2.84, 3.59], [-0.97, -0.72, -0.85], [-0.86, -0.66, -1.32], [-0.82, -0.73, -0.31]],
  "mulliken_charge": [-1.45, -0.19, 0.14, 0.98, -1.84, -0.47, -0.84, -0.84, -0.60, 0.47, 0.16, 0.38, 0.05, 0.47, 0.57, -0.48, 0.64, 0.48, 0.36, 0.21, 0.26, 0.48, 0.35, 0.35, 0.43, 0.22, 0.52, -1.55, -0.01, -0.89, 1.15, -0.76, 0.41, -0.56, -0.85, -0.68, 0.48, 0.41, 0.25, 0.37, 0.16, 0.08, 0.56, 0.39, 0.28, 0.04, -0.20, -0.54, 0.35, 0.41, 0.33, 0.44, 0.28, 0.49, -1.27, -0.18, -0.91, 0.62, -0.78, -0.90, -0.52, 0.89, -0.84, 0.32, 0.34, 0.37, 0.38, 0.29, 0.36, 0.43, 0.43, -0.05, 0.19, 0.51, 0.42, 0.09, 0.56, -0.86, 0.61, 0.39, 0.57, -1.73, -0.13, -0.97, 1.00, -1.26, -0.66, -0.74, -0.44, 0.43, 0.50, 0.42, 0.31, 0.63, 0.07, 0.45, 0.57, 0.48, 0.41, 0.38, 0.41, 0.37, 0.29, 0.31, 0.03, 0.42, -1.00, 0.53, -0.61, 0.56, -0.66, -0.76, 0.20, 0.93, -0.07, -0.79, 0.31, -1.12, -0.47, 0.51, -0.57, -0.76, 0.19]
}


{
  "formula": "C35H76FN2O10",
  "method": "wB97M-V/def2-TZVPD",
  "charge": 1,
  "energy_ha": -2340.690101,
  "elements": ["C", "C", "C", "O", "C", "C", "C", "N", "C", "C", "C", "N", "C", "C", "O", "C", "C", "C", "O", "O", "C", "C", "C", "F", "H", "H", "H", "H", "H", "H", "H", "H", "H", "H", "H", "H", "H", "H", "H", "H", "H", "H", "H", "H", "H", "H", "H", "H", "H", "H", "H", "H", "C", "C", "C", "O", "H", "H", "H", "H", "H", "H", "H", "H", "C", "C", "C", "O", "H", "H", "H", "H", "H", "H", "H", "H", "C", "C", "C", "O", "H", "H", "H", "H", "H", "H", "H", "H", "C", "C", "C", "O", "H", "H", "H", "H", "H", "H", "H", "H", "C", "C", "C", "O", "H", "H", "H", "H", "H", "H", "H", "H", "C", "C", "C", "O", "H", "H", "H", "H", "H", "H", "H", "H"],
  "positions_angstrom": [[1.445, 4.224, -2.853], [2.800, 3.896, -2.236], [3.353, 2.568, -2.714], [2.493, 1.479, -2.384], [3.102, 0.478, -1.613], [3.322, 0.931, -0.188], [4.574, 0.858, 0.372], [4.766, 1.243, 1.647], [3.798, 1.716, 2.454], [4.240, 2.039, 3.845], [4.840, 0.807, 4.586], [4.600, -0.449, 3.888], [2.495, 1.816, 1.934], [1.387, 2.303, 2.846], [1.669, 3.547, 3.435], [1.619, 4.654, 2.554], [2.267, 1.421, 0.619], [0.893, 1.326, -0.013], [0.427, 0.233, -0.089], [0.376, 2.401, -0.616], [-0.656, 3.195, -0.006], [-1.905, 2.413, 0.348], [-2.504, 1.614, -0.806], [-2.750, 0.309, -0.376], [0.763, 3.379, -2.817], [1.560, 4.526, -3.893], [0.972, 5.050, -2.323], [2.732, 3.885, -1.144], [3.518, 4.669, -2.513], [4.356, 2.410, -2.308], [3.456, 2.595, -3.803], [4.060, 0.187, -2.052], [2.435, -0.381, -1.616], [5.426, 0.483, -0.175], [5.686, 1.122, 2.050], [3.426, 2.462, 4.414], [5.024, 2.792, 3.750], [4.407, 0.814, 5.589], [5.910, 0.949, 4.717], [3.635, -0.750, 3.984], [5.151, -1.172, 4.338], [0.432, 2.313, 2.319], [1.285, 1.595, 3.670], [2.073, 4.431, 1.584], [0.592, 4.988, 2.397], [2.176, 5.464, 3.014], [-0.277, 3.731, 0.862], [-0.888, 3.947, -0.758], [-2.621, 3.119, 0.768], [-1.695, 1.693, 1.144], [-3.464, 2.036, -1.099], [-1.832, 1.550, -1.658], [-1.518, 3.325, -7.411], [-0.740, 3.003, -6.145], [-0.982, 1.575, -5.679], [-1.059, 3.929, -5.106], [-2.591, 3.228, -7.229], [-1.324, 4.349, -7.729], [-1.248, 2.651, -8.225], [0.326, 3.146, -6.329], [-2.041, 1.428, -5.447], [-0.409, 1.365, -4.775], [-0.699, 0.854, -6.447], [-1.999, 3.841, -4.910], [2.765, -4.179, 1.651], [1.745, -3.251, 2.285], [0.687, -2.808, 1.291], [2.405, -2.113, 2.865], [3.289, -3.670, 0.835], [3.511, -4.489, 2.383], [2.282, -5.070, 1.251], [1.268, -3.756, 3.125], [1.147, -2.262, 0.462], [-0.039, -2.144, 1.760], [0.156, -3.667, 0.881], [2.844, -1.646, 2.145], [1.239, -8.254, -0.328], [1.828, -8.457, 1.060], [1.847, -9.924, 1.456], [1.115, -7.682, 2.027], [0.204, -8.604, -0.353], [1.241, -7.197, -0.596], [1.803, -8.805, -1.081], [2.845, -8.063, 1.083], [0.828, -10.321, 1.481], [2.277, -10.047, 2.450], [2.426, -10.518, 0.749], [0.206, -8.000, 2.044], [-6.654, 2.265, -3.006], [-6.202, 3.625, -2.501], [-7.252, 4.694, -2.760], [-4.958, 3.996, -3.106], [-6.821, 2.292, -4.086], [-5.890, 1.510, -2.812], [-7.581, 1.955, -2.523], [-5.998, 3.567, -1.431], [-7.432, 4.791, -3.834], [-6.914, 5.661, -2.388], [-8.198, 4.444, -2.279], [-5.110, 4.059, -4.055], [-11.314, -0.873, -3.880], [-10.156, -0.051, -3.336], [-9.695, -0.554, -1.977], [-10.521, 1.328, -3.249], [-12.172, -0.808, -3.206], [-11.625, -0.494, -4.854], [-11.041, -1.923, -3.986], [-9.322, -0.088, -4.039], [-10.505, -0.481, -1.247], [-8.866, 0.052, -1.609], [-9.371, -1.595, -2.023], [-11.258, 1.389, -2.632], [7.203, -3.181, 7.687], [6.185, -2.786, 6.630], [4.933, -3.647, 6.700], [6.765, -2.849, 5.323], [7.519, -4.216, 7.537], [8.089, -2.549, 7.623], [6.785, -3.095, 8.690], [5.912, -1.737, 6.766], [5.186, -4.695, 6.522], [4.212, -3.346, 5.938], [4.456, -3.574, 7.677], [7.024, -3.763, 5.161]],
  "atomic_forces_ev_per_a": [[0.02, 0.07, 0.04], [-0.20, -0.11, 0.02], [0.17, 0.30, -0.29], [-0.08, -0.14, 0.13], [0.01, 0.19, -0.12], [0.22, 0.02, 0.40], [-0.47, 0.10, -0.06], [-0.28, 0.22, -0.15], [-0.04, -0.15, -0.36], [0.17, -0.26, -0.15], [-0.32, -0.02, 0.25], [0.20, 0.01, 0.15], [0.29, 0.03, -0.01], [0.02, -0.05, 0.13], [0.11, -0.04, 0.06], [-0.03, 0.12, -0.11], [0.51, 0.11, -0.23], [-0.04, -0.06, -0.23], [-0.37, -0.37, 0.17], [0.44, 0.35, 0.44], [-0.66, 0.25, -0.18], [0.24, -0.32, 0.18], [-0.22, -0.01, 0.25], [-0.02, 0.07, -0.03], [0.04, -0.05, -0.04], [-0.06, -0.02, -0.08], [-0.01, 0.09, -0.04], [0.01, 0.00, 0.05], [0.10, 0.05, 0.09], [0.02, -0.09, 0.09], [-0.04, -0.09, -0.04], [0.05, -0.15, 0.04], [-0.04, -0.07, -0.06], [0.10, 0.02, 0.09], [-0.01, -0.11, 0.06], [-0.10, 0.18, -0.05], [-0.13, 0.23, 0.12], [0.07, 0.06, 0.09], [0.10, -0.09, -0.08], [-0.04, -0.03, 0.00], [0.14, -0.22, -0.16], [-0.06, -0.02, -0.09], [-0.06, -0.02, 0.03], [0.04, -0.05, -0.04], [-0.06, -0.03, 0.01], [0.02, 0.01, 0.07], [0.15, -0.09, 0.03], [0.09, -0.03, -0.12], [-0.06, 0.06, -0.04], [0.07, -0.01, 0.01], [0.02, 0.00, -0.24], [0.03, 0.06, -0.08], [0.03, 0.10, 0.02], [-0.16, -0.12, -0.03], [0.05, 0.02, 0.09], [0.09, 0.02, 0.03], [-0.01, -0.05, -0.01], [0.02, 0.00, 0.00], [-0.01, -0.01, 0.01], [0.03, 0.04, 0.02], [-0.02, -0.01, -0.04], [0.02, 0.01, -0.01], [-0.01, 0.00, -0.01], [-0.03, 0.02, 0.03], [0.09, -0.03, 0.08], [-0.02, -0.10, -0.14], [-0.02, 0.08, 0.07], [-0.09, 0.13, 0.00], [-0.06, 0.01, -0.04], [-0.02, -0.01, 0.02], [0.00, -0.01, 0.01], [0.02, 0.02, 0.06], [0.00, -0.03, -0.02], [0.01, -0.01, 0.00], [0.01, -0.02, 0.00], [0.05, -0.07, -0.03], [0.00, 0.11, 0.02], [-0.12, -0.15, -0.09], [0.03, 0.03, 0.10], [0.08, 0.11, -0.02], [0.01, -0.05, -0.01], [0.02, 0.00, 0.00], [0.00, -0.01, 0.00], [0.01, 0.04, 0.03], [-0.01, -0.01, -0.05], [0.01, 0.01, -0.01], [-0.01, 0.00, -0.01], [-0.01, -0.01, 0.03], [0.14, -0.12, 0.08], [-0.24, -0.02, -0.28], [0.07, 0.09, 0.08], [0.15, -0.06, 0.16], [-0.09, 0.06, 0.00], [0.00, 0.01, 0.04], [-0.04, 0.02, -0.06], [0.09, 0.03, 0.00], [-0.04, -0.05, -0.01], [0.00, -0.01, 0.02], [-0.01, -0.02, -0.02], [-0.03, 0.04, -0.02], [0.01, 0.05, -0.09], [-0.21, -0.08, 0.21], [0.10, 0.04, 0.02], [0.16, -0.01, -0.08], [0.02, -0.04, 0.04], [0.02, 0.00, -0.01], [0.00, 0.00, 0.02], [0.01, 0.09, -0.02], [-0.05, -0.05, -0.03], [0.02, -0.02, -0.01], [-0.01, 0.00, 0.00], [-0.03, 0.05, -0.01], [0.08, 0.07, -0.05], [-0.01, -0.24, 0.12], [-0.04, 0.07, -0.11], [-0.13, 0.23, -0.01], [-0.04, -0.03, 0.03], [-0.01, 0.01, 0.00], [-0.01, -0.01, 0.00], [0.02, 0.03, -0.03], [0.01, -0.02, 0.05], [0.00, 0.01, 0.01], [0.01, -0.01, 0.01], [0.02, 0.00, -0.04]],
  "mulliken_charge": [-1.14, 0.59, -0.75, -0.21, -1.53, 0.74, -0.85, 0.22, 0.51, -1.16, -0.77, -0.20, 0.85, -1.14, -0.42, -0.60, 1.57, -1.24, -0.41, 0.19, 0.01, -0.64, 0.20, -0.35, 0.03, 0.38, 0.38, -0.60, 0.59, 0.30, 0.54, 0.54, 0.24, 0.50, 0.37, 0.41, 0.37, 0.40, 0.50, 0.16, 0.07, 0.26, 0.41, 0.14, 0.29, 0.34, -0.48, 0.50, 0.67, 0.18, 0.04, 0.03, -1.42, 0.55, -1.07, -0.46, 0.32, 0.34, 0.39, 0.26, 0.32, 0.10, 0.40, 0.27, -1.09, 0.32, -1.08, -0.42, 0.27, 0.32, 0.25, 0.31, 0.08, 0.27, 0.47, 0.17, -1.21, 0.48, -1.38, -0.53, 0.33, 0.29, 0.37, 0.28, 0.36, 0.33, 0.38, 0.34, -1.04, 0.40, -1.43, -0.49, 0.35, 0.35, 0.17, 0.25, 0.37, 0.36, 0.37, 0.33, -1.40, 0.48, -1.18, -0.54, 0.36, 0.33, 0.37, 0.28, 0.33, 0.27, 0.37, 0.35, -1.41, 0.61, -1.12, -0.56, 0.36, 0.35, 0.37, 0.16, 0.35, 0.20, 0.37, 0.35]
}